Entry 1:
{"formula": "C11H26B2F3NO8P2", "method": "ωB97M-V/def2-TZVPD", "symbols": ["C", "C", "O", "B", "O", "P", "C", "C", "C", "C", "O", "C", "O", "P", "N", "B", "O", "O", "H", "H", "H", "H", "H", "H", "H", "H", "H", "H", "H", "H", "H", "H", "H", "H", "H", "H", "H", "H", "C", "C", "O", "C", "O", "C", "F", "F", "F", "H", "H", "H", "H", "H", "H"], "coordinates": [[0.219, -3.503, -0.908], [1.511, -2.640, -0.294], [1.077, -1.525, 0.591], [0.999, -0.259, -0.170], [2.151, 0.685, -0.091], [-0.514, 0.247, -1.297], [-2.075, -0.252, -0.316], [-2.869, -1.568, -0.885], [-4.348, -1.087, -1.401], [-4.877, -1.807, -2.775], [-4.754, -3.273, -2.802], [-3.556, -3.725, -3.526], [-3.127, -3.288, -4.713], [-0.396, -0.557, -3.323], [1.166, -0.752, -3.819], [-0.624, 2.186, -1.508], [-1.766, 2.656, -2.371], [0.297, 3.143, -0.867], [-0.041, -3.117, -1.981], [-0.717, -3.451, -0.178], [0.514, -4.653, -1.000], [2.243, -2.299, -1.152], [2.124, -3.441, 0.344], [2.586, 0.483, 0.791], [-2.792, 0.697, -0.218], [-1.744, -0.497, 0.796], [-2.214, -2.120, -1.681], [-2.979, -2.326, 0.029], [-5.104, -1.236, -0.489], [-4.351, 0.084, -1.615], [-4.397, -1.252, -3.690], [-6.047, -1.576, -2.838], [-2.938, -4.612, -3.022], [-1.008, -1.861, -3.477], [-0.977, 0.384, -4.278], [1.824, -0.487, -3.054], [-2.541, 2.019, -2.180], [-0.255, 3.962, -0.612], [2.989, 4.404, 4.265], [3.607, 3.807, 3.015], [4.429, 2.674, 3.274], [3.802, 1.379, 3.498], [2.950, 1.093, 2.519], [3.186, 1.216, 4.945], [3.963, 1.839, 5.878], [3.146, -0.093, 5.325], [1.932, 1.705, 5.099], [3.700, 4.410, 5.096], [2.657, 5.428, 4.073], [2.110, 3.840, 4.578], [4.280, 4.561, 2.592], [2.853, 3.614, 2.245], [4.694, 0.741, 3.576]], "forces_ev_per_a": [[0.4, -0.1, 0.2], [0.1, -2.1, -0.1], [-0.3, 1.5, -3.3], [5.9, -0.1, 2.5], [-5.1, -3.3, -0.5], [-1.2, 0.0, 1.3], [-1.0, -0.1, 1.6], [-0.2, 0.1, 0.6], [-0.2, -0.2, 0.3], [-1.7, 2.0, 0.0], [3.8, 0.5, -1.6], [1.4, 1.4, -4.8], [-3.0, -2.1, 7.7], [3.8, -1.0, -3.3], [-1.9, 0.8, 2.3], [-0.1, 4.5, -0.5], [1.1, -2.7, 3.2], [-4.2, -1.8, -1.2], [0.3, -0.8, 2.0], [2.1, 0.0, -1.6], [-0.5, 2.6, 0.1], [-1.6, -0.4, 1.6], [-1.3, 2.2, -1.0], [0.5, 0.6, 0.6], [1.5, -2.1, -0.3], [-0.3, 0.7, -2.4], [-1.5, 1.1, 1.4], [0.2, 1.7, -2.1], [1.6, 0.2, -2.2], [0.0, -2.5, 0.3], [-0.7, -1.6, 1.6], [2.6, -0.6, 0.1], [-1.9, 1.9, -0.8], [-0.6, 1.2, 0.4], [-0.5, -0.7, 1.2], [-0.4, -0.2, -0.9], [1.6, 1.5, -0.8], [1.3, -1.5, -0.8], [-0.5, 0.0, 0.2], [0.5, 0.0, 0.0], [-0.1, 0.3, 0.8], [-0.6, 0.1, -1.4], [-0.4, -0.6, 0.3], [0.3, 0.5, 0.0], [-0.3, -0.2, -0.2], [-0.1, 0.5, -0.4], [0.3, -0.4, 0.0], [0.0, 0.0, -0.2], [0.1, 0.0, 0.0], [0.1, 0.1, 0.0], [0.1, -0.2, 0.0], [0.0, -0.3, 0.1], [0.2, -0.2, 0.0]], "lowdin_charge": [-0.090, -0.195, -0.062, -0.535, 0.064, 1.013, -0.300, -0.230, -0.164, -0.191, -0.111, -0.157, -0.054, 0.624, -0.316, -0.504, 0.002, 0.074, 0.034, 0.088, 0.099, 0.135, 0.148, 0.076, 0.112, 0.133, 0.050, 0.139, 0.140, 0.114, 0.135, 0.151, 0.174, -0.019, 0.023, -0.035, 0.096, 0.151, -0.092, -0.278, -0.111, -0.469, -0.185, -0.516, 0.096, 0.098, 0.097, 0.078, 0.066, 0.056, 0.107, 0.103, 0.138], "orbital_gap_ev": 4.3, "e_homo_ev": -6.732, "largest_force_ev_per_a": 8.51}

Entry 2:
{"formula": "C7H12", "method": "ωB97M-V/def2-TZVPD", "symbols": ["C", "C", "C", "C", "C", "C", "C", "H", "H", "H", "H", "H", "H", "H", "H", "H", "H", "H", "H"], "coordinates": [[-1.651, 0.841, 0.185], [-1.184, -0.582, -0.070], [-0.155, -0.752, -1.226], [0.927, -0.904, -0.171], [2.238, -0.714, -0.168], [0.467, 2.437, 0.387], [-0.108, -1.120, 0.918], [-2.260, 1.228, -0.637], [-0.862, 1.648, 0.306], [-2.217, 0.927, 1.118], [-2.070, -1.228, -0.161], [-0.326, -1.677, -1.788], [-0.040, 0.073, -1.938], [2.784, -0.472, -1.078], [2.824, -0.784, 0.747], [0.902, 2.066, -0.572], [0.954, 1.775, 1.142], [0.040, -0.578, 1.859], [-0.263, -2.181, 1.146]], "forces_ev_per_a": [[-0.1, -0.2, 0.0], [-0.1, 0.1, 0.0], [0.1, 0.0, -0.2], [0.2, 0.0, 0.0], [0.0, -0.1, 0.0], [0.1, -0.1, 0.0], [0.1, 0.0, 0.2], [0.1, -0.1, 0.1], [0.1, 0.0, 0.0], [0.1, 0.0, -0.1], [0.2, 0.2, 0.0], [0.1, 0.1, 0.1], [-0.1, -0.1, 0.1], [-0.1, 0.0, 0.1], [-0.2, 0.0, -0.1], [-0.2, 0.0, 0.3], [-0.2, 0.1, -0.3], [-0.1, 0.0, -0.2], [0.1, 0.1, 0.0]], "lowdin_charge": [-0.051, -0.326, -0.103, -0.335, 0.038, 0.109, -0.103, 0.097, -0.048, 0.097, 0.133, 0.115, 0.112, 0.063, 0.063, -0.044, -0.044, 0.112, 0.115], "relative_energy_kj_mol": 558.26, "orbital_gap_ev": 8.4, "e_homo_ev": -8.694, "largest_force_ev_per_a": 0.35}

Entry 3:
{"formula": "C4H8", "method": "ωB97M-V/def2-TZVPD", "symbols": ["C", "C", "C", "C", "H", "H", "H", "H", "H", "H", "H", "H"], "coordinates": [[-0.351, 0.008, -2.183], [-0.139, -1.302, -1.847], [0.607, 1.041, 2.147], [-0.435, -1.092, -0.529], [0.527, 0.600, -2.040], [0.132, -2.271, -2.347], [1.559, 0.991, 2.744], [-0.054, 0.334, 2.665], [0.622, 0.574, 1.171], [-1.372, -1.516, -0.057], [0.176, 2.059, 2.170], [-1.272, 0.574, -1.893]], "forces_ev_per_a": [[-1.0, 3.3, 1.9], [-0.6, -4.3, 3.1], [-0.1, -0.5, 1.5], [-0.9, -1.8, -3.6], [0.7, 0.8, -1.0], [0.5, 1.2, 0.2], [-0.7, 0.2, -1.1], [-0.2, 0.5, 0.3], [0.7, 0.5, -0.5], [1.0, 1.2, 0.2], [0.3, -0.7, -0.2], [0.3, -0.5, -0.8]], "lowdin_charge": [0.179, -0.085, -0.048, 0.276, 0.118, 0.182, 0.049, 0.017, -0.046, 0.165, 0.034, 0.159], "multiplicity": 2, "relative_energy_kj_mol": 490.89, "orbital_gap_ev": [8.8, 7.4], "e_homo_ev": [-15.883, -15.879], "total_charge": 1, "largest_force_ev_per_a": 5.30}

Entry 4:
{"formula": "ClH3O3Si", "method": "ωB97M-V/def2-TZVPD", "symbols": ["O", "Si", "O", "O", "H", "H", "Cl", "H"], "coordinates": [[1.347, 1.398, -0.043], [0.774, -0.004, 0.163], [0.167, -0.905, 1.470], [0.754, -1.024, -1.081], [-0.355, -0.601, 2.257], [1.000, -1.953, -1.160], [-1.576, 2.141, -1.247], [-0.340, 2.137, -0.890]], "forces_ev_per_a": [[-0.7, -0.4, 0.6], [-0.5, -1.4, 1.1], [0.0, 1.6, -0.7], [0.3, -0.1, -0.1], [1.1, 0.0, -1.3], [-0.3, 0.3, 0.4], [-0.3, -0.1, 0.0], [0.4, 0.1, 0.1]], "lowdin_charge": [-0.309, 0.337, -0.140, -0.077, 0.092, 0.085, 0.298, -0.286], "relative_energy_kj_mol": 169.37, "orbital_gap_ev": 10.8, "smiles": "O=[Si](O)O.Cl", "e_homo_ev": -11.229, "largest_force_ev_per_a": 1.87}